Record 1
CN5O2 | ωB97M-V/def2-TZVPD

Properties
Energy = -462.1597 Ha
Total charge = -1
Max |F| = 0.08165 Eh/bohr
Energy relative to the best compared isomer or geometry (same formula, charge and spin) = 723.35 kJ/mol

Atoms and positions in Å:
C1 0.6379 0.7110 -0.0199
N1 1.8373 -0.8089 -0.4574
N2 0.6295 -0.3917 -0.7386
N3 1.5858 0.9903 0.7811
N4 2.3945 0.0007 0.4762
N5 -2.4076 -0.3679 0.1797
O1 -3.5411 -0.7767 -0.0040
O2 -2.0275 0.7349 -0.1177

Results of the natural (NBO) charge analysis, in e, for atoms 1 through 5: number 1, C, carries 0.3800; number 2, N, carries -0.1657; number 3, N, carries -0.4357; number 4, N, carries -0.4278; number 5, N, carries -0.1865

***

Record 2
C2H5FS | ωB97M-V/def2-TZVPD

Properties
Energy = -577.2219 Ha
Max |F| = 0.08088 Eh/bohr
Energy relative to the best compared isomer or geometry (same formula, charge and spin) = 33.70 kJ/mol
SMILES string = C[C@H](F)S

Atoms and positions in Å:
C1 0.8734 0.0542 -0.5924
C2 -0.2418 -0.3682 0.5173
F1 -0.4935 -1.7481 0.3556
S1 -1.9453 0.4437 0.0753
H1 0.4927 -0.1652 -1.6158
H2 1.7437 -0.5642 -0.3837
H3 1.0911 1.0543 -0.5413
H4 0.1139 -0.3378 1.6250
H5 -1.6342 1.6315 0.5601

Results of the natural (NBO) charge analysis, in e, for atoms 1 through 5: number 1, C, carries -0.6370; number 2, C, carries 0.1319; number 3, F, carries -0.3825; number 4, S, carries -0.0785; number 5, H, carries 0.2266

***

Record 3
C3H8NO | ωB97M-V/def2-TZVPD

Properties
Energy = -248.7953 Ha
Total charge = +1
Max |F| = 0.05447 Eh/bohr
Energy relative to the best compared isomer or geometry (same formula, charge and spin) = 106.46 kJ/mol
SMILES string = C[C@@H]([NH3+])C=O

Atoms and positions in Å:
C1 0.8724 1.4310 -0.3827
C2 0.4147 0.1864 0.4966
N1 -1.0432 0.4446 1.1191
C3 0.4227 -0.9497 -0.6255
O1 -0.5666 -1.5641 -0.8807
H1 0.2360 1.2683 -1.2787
H2 1.9796 1.3167 -0.6384
H3 0.7739 2.4692 0.0141
H4 1.1525 -0.0845 1.2684
H5 -0.8447 0.6449 2.1190
H6 -1.8119 -0.2453 1.1778
H7 -1.2423 1.3596 0.7001
H8 1.3332 -1.3349 -1.0811

Results of the natural (NBO) charge analysis, in e, for atoms 1 through 5: number 1, C, carries -0.6639; number 2, C, carries -0.1304; number 3, N, carries -0.7102; number 4, C, carries 0.4004; number 5, O, carries -0.4725

***

Record 4
C26H35FN6OS5SbSiTc | ωB97M-V/def2-TZVPD

Properties
Energy = -4116.3706 Ha
Total charge = +2
Max |F| = 0.00369 Eh/bohr
Energy relative to the best compared isomer or geometry (same formula, charge and spin) = 1.39 kJ/mol

Atoms and positions in Å:
Tc1 -1.4078 -0.7117 0.1560
C1 2.8143 -0.9434 1.3817
Si1 1.5738 -2.3161 1.4171
C2 1.5287 -3.2048 -0.2110
C3 1.8828 -3.5194 2.8017
N1 -0.0293 -1.3949 1.7342
C4 0.1437 -0.3478 2.7428
C5 0.7114 -0.6041 3.9865
C6 0.8832 0.4208 4.9025
C7 0.4785 1.7141 4.5970
C8 -0.1244 1.9865 3.3782
C9 -0.2800 0.9440 2.4969
F1 -0.9499 1.1880 1.3170
H1 3.7509 -1.3498 0.9908
H2 3.0242 -0.5387 2.3711
H3 2.4890 -0.1270 0.7334
H4 2.5723 -3.4208 -0.4588
H5 1.1280 -2.6172 -1.0363
H6 1.0279 -4.1712 -0.1460
H7 2.3997 -4.3933 2.3983
H8 0.9712 -3.8807 3.2787
H9 2.5280 -3.0926 3.5700
H10 1.0105 -1.6114 4.2384
H11 1.3271 0.2067 5.8644
H12 0.6116 2.5098 5.3163
H13 -0.4896 2.9709 3.1210
S1 -3.5284 -3.3153 -1.3821
Sb1 -1.7452 -4.7151 -0.6351
S2 -1.6278 -2.0452 1.9522
S3 -1.6069 -2.3852 -1.3768
S4 -1.6563 -4.1094 1.7331
O1 0.4026 0.0235 -0.7661
S5 0.7445 0.3961 -2.2194
C10 1.5639 1.9657 -2.0750
C11 1.3774 2.7080 -0.9194
C12 1.9563 3.9682 -0.8391
C13 2.6888 4.4686 -1.9045
C14 2.8513 3.7145 -3.0603
C15 2.2871 2.4539 -3.1551
C16 2.0777 -0.6526 -2.7141
C17 3.3580 -0.5164 -2.1838
C18 4.3348 -1.4174 -2.5646
C19 4.0310 -2.4426 -3.4560
C20 2.7520 -2.5711 -3.9774
C21 1.7648 -1.6687 -3.6066
H14 0.8000 2.3035 -0.1023
H15 1.8335 4.5589 0.0587
H16 3.1386 5.4496 -1.8366
H17 3.4256 4.1053 -3.8888
H18 2.4256 1.8586 -4.0493
H19 3.5869 0.2914 -1.5023
H20 5.3412 -1.3166 -2.1803
H21 4.8051 -3.1366 -3.7549
H22 2.5262 -3.3612 -4.6801
H23 0.7641 -1.7462 -4.0145
C22 -3.7844 0.5150 2.8318
C23 -3.9888 0.6505 1.3251
C24 -5.4640 0.9292 1.0255
C25 -3.5524 -0.6046 0.5714
H24 -4.1206 1.4101 3.3557
H25 -2.7414 0.3497 3.1071
H26 -4.3637 -0.3286 3.2156
H27 -3.4087 1.5100 0.9697
H28 -6.0850 0.0872 1.3381
H29 -5.6313 1.0879 -0.0416
H30 -5.8116 1.8150 1.5588
H31 -4.0182 -0.6344 -0.4147
H32 -3.9432 -1.4866 1.0866
N2 -2.3119 3.7196 -2.6867
N3 -2.4480 2.3862 -2.3836
N4 -2.9937 1.5350 -3.2186
C26 -2.8187 0.3905 -2.5779
N5 -2.2008 0.5794 -1.4092
N6 -1.9589 1.8795 -1.3015
H33 -2.9986 3.9441 -3.3985
H34 -2.4461 4.2619 -1.8407
H35 -3.1584 -0.5590 -2.9539

Results of the Löwdin charge analysis, in e, for atoms 1 through 5: number 1, Tc, carries 0.8409; number 2, C, carries -0.1319; number 3, Si, carries 0.4907; number 4, C, carries -0.1857; number 5, C, carries -0.1612

***

Record 5
C4H7NO | ωB97M-V/def2-TZVPD

Properties
Energy = -286.4589 Ha
Max |F| = 0.00722 Eh/bohr
Energy relative to the best compared isomer or geometry (same formula, charge and spin) = 453.45 kJ/mol
SMILES string = O=CC1=CN1.C

Atoms and positions in Å:
O1 -1.7234 -1.9055 0.1060
C1 -1.2795 -0.9515 0.7025
C2 -1.1004 0.3449 0.0707
C3 -1.0837 1.6224 -0.0247
N1 -0.8149 0.9196 -1.2948
H1 -0.9866 -1.0056 1.7671
H2 -1.1975 2.6290 0.3406
H3 -1.6761 0.9074 -1.8545
C4 1.9728 -0.5157 0.0377
H4 1.4010 -0.7562 -0.8629
H5 3.0186 -0.3439 -0.2249
H6 1.9077 -1.3393 0.7548
H7 1.5621 0.3945 0.4823

Results of the natural (NBO) charge analysis, in e, for atoms 1 through 5: number 1, O, carries -0.4881; number 2, C, carries 0.3662; number 3, C, carries 0.0005; number 4, C, carries 0.0192; number 5, N, carries -0.5921

***

Record 6
C29H28Cl5F5N3O3SSn | ωB97M-V/def2-TZVPD

Properties
Energy = -4924.6124 Ha
Total charge = -1
Max |F| = 0.07395 Eh/bohr
Energy relative to the best compared isomer or geometry (same formula, charge and spin) = 43.14 kJ/mol

Atoms and positions in Å:
Sn1 1.3249 -0.9396 0.8380
C1 -5.8448 0.5100 0.0338
N1 -4.8565 0.5961 -1.0559
C2 -3.5393 0.6576 -0.5207
C3 -5.2067 0.3005 -2.3155
O1 -6.2766 -0.1733 -2.5672
C4 -4.1672 0.4691 -3.3800
O2 -3.4070 1.5577 -3.2383
C5 -2.2305 1.4657 -4.0018
C6 -1.5935 2.8600 -4.0213
O3 -2.2775 3.8327 -4.0277
N2 -0.2491 2.9306 -4.1246
C7 0.3266 4.2845 -4.2011
C8 0.6390 1.8117 -4.3012
H1 -5.3883 -0.1706 0.7590
H2 -6.8199 0.1326 -0.2788
H3 -5.9867 1.5073 0.4726
H4 -2.7083 0.6325 -1.2197
H5 -3.4215 -0.0900 0.2333
H6 -3.4528 1.4984 0.1197
H7 -4.7333 0.4829 -4.3445
H8 -3.6277 -0.5175 -3.3018
H9 -2.4303 1.1835 -5.0573
H10 -1.5775 0.7904 -3.4776
H11 0.4975 4.8082 -3.2269
H12 -0.3668 4.9497 -4.7239
H13 1.2936 4.3002 -4.6733
H14 1.4068 2.1266 -5.0427
H15 0.1052 0.9644 -4.7596
H16 1.1188 1.5869 -3.2948
F1 1.2895 6.5611 0.7316
C9 1.6126 5.2678 0.8121
C10 1.5549 4.6168 2.0518
F2 1.0431 5.2171 3.1937
C11 1.9626 3.2846 2.1359
F3 1.8953 2.7732 3.3453
C12 2.4798 2.5476 1.1153
S1 3.1531 0.9479 1.3138
C13 2.5286 3.2438 -0.1288
F4 3.0725 2.6822 -1.1876
C14 2.1033 4.5626 -0.2873
F5 2.2659 5.1867 -1.4901
Cl1 -1.0534 1.2431 1.3611
C15 -0.6251 0.4995 2.8672
C16 0.4273 -0.3507 2.9344
C17 0.7552 -0.8126 4.2265
Cl2 2.1534 -1.8374 4.3554
C18 0.0637 -0.3785 5.3842
Cl3 0.5498 -0.9402 6.9236
C19 -1.0461 0.4363 5.2292
Cl4 -2.1280 0.6617 6.5396
C20 -1.4037 0.9353 3.9716
Cl5 -2.8419 1.9142 3.7960
C21 0.2551 -4.0928 -0.4612
N3 0.5459 -4.9684 0.6256
C22 1.3309 -6.0558 0.2477
C23 1.1471 -4.2316 1.7564
C24 2.5640 -3.7471 1.5410
C25 3.6190 -4.6259 1.8174
C26 4.9572 -4.2945 1.7302
C27 5.2553 -3.0331 1.3582
C28 4.2520 -2.0914 1.0238
C29 2.8896 -2.4250 1.2350
H17 -0.2503 -4.5432 -1.3402
H18 1.1830 -3.5738 -0.7612
H19 -0.4051 -3.3259 -0.0847
H20 0.8231 -6.6249 -0.4699
H21 1.6168 -6.6875 1.0813
H22 2.3022 -5.7099 -0.2302
H23 1.2085 -4.8340 2.6508
H24 0.4970 -3.3338 1.9190
H25 3.3434 -5.5074 2.3147
H26 5.6733 -5.1126 1.8480
H27 6.2690 -2.7048 1.0485
H28 4.5605 -1.0877 0.6549

Results of the Löwdin charge analysis, in e, for atoms 1 through 5: number 1, Sn, carries 0.9198; number 2, C, carries -0.0174; number 3, N, carries -0.1242; number 4, C, carries -0.1032; number 5, C, carries -0.4842

***

Question: Among the records above, which one has the lowest energy?
Answer: C29H28Cl5F5N3O3SSn

***

Question: Look up the energy relative to the best compared isomer or geometry (same formula, charge and spin) of the fifth one.
Answer: 453.45 kJ/mol

***

Question: Which of these has the lowest energy relative to the best compared isomer or geometry (same formula, charge and spin)?
Answer: C26H35FN6OS5SbSiTc